DFT (ωB97M-V/def2-TZVPD) results for a structure of composition C27H32N5OOsSTe.

Last column: Löwdin charge in e.
Geometry (Å):
Os  1.5294  -0.5608  0.9478  1.060
N  2.0629  1.4399  -2.8036  0.137
C  1.7107  0.8928  -1.6461  -0.792
S  2.8679  -0.1973  -0.8589  0.579
N  0.5244  1.1802  -1.1389  0.017
N  0.3040  0.5927  0.0315  -0.272
C  -1.0161  0.7886  0.6038  -0.295
C  -0.9172  0.4857  2.0953  -0.207
C  -1.8683  0.9133  2.9962  -0.002
C  -1.7609  0.5328  4.3261  0.001
C  -0.6985  -0.2680  4.7208  -0.013
C  0.2309  -0.6433  3.7772  -0.085
N  0.1293  -0.2774  2.4849  -0.098
H  2.9741  1.2649  -3.1929  0.112
H  1.4728  2.1319  -3.2378  0.128
H  -1.2982  1.8298  0.4369  0.154
H  -2.6733  1.5563  2.6634  0.121
H  -2.4937  0.8649  5.0500  0.131
H  -0.5784  -0.5812  5.7484  0.128
H  1.0917  -1.2421  4.0437  0.124
C  -0.7832  -1.8160  -1.2082  0.025
C  -2.0227  -1.1800  -0.6258  -0.563
O  -3.1113  -1.8018  -0.7976  -0.129
N  -2.0630  -0.0238  0.0044  -0.014
Te  -4.5005  -0.3077  0.4127  1.986
C  -6.2540  -0.1525  1.6862  -0.312
C  -6.5614  -1.2450  2.4955  -0.299
C  -5.7613  -2.5223  2.5739  -0.057
C  -7.7372  -1.1516  3.2364  0.008
C  -8.5345  -0.0159  3.2156  -0.226
C  -9.7843  0.0692  4.0436  -0.024
C  -8.1433  1.0661  2.4239  0.012
C  -6.9911  1.0423  1.6585  -0.281
C  -6.6066  2.2488  0.8410  -0.044
C  -5.3245  0.0968  -1.4682  -0.340
C  -6.2226  -0.8440  -1.9842  -0.275
C  -6.6505  -2.0994  -1.2624  -0.038
C  -6.7521  -0.5881  -3.2414  0.012
C  -6.3951  0.5317  -3.9819  -0.229
C  -6.9719  0.7783  -5.3475  -0.026
C  -5.4793  1.4256  -3.4344  0.004
C  -4.9242  1.2368  -2.1775  -0.294
C  -3.9544  2.2757  -1.6656  -0.058
H  -1.0851  -2.6781  -1.7943  0.104
H  -0.1293  -2.1655  -0.4093  0.052
H  -0.2402  -1.1117  -1.8347  0.074
H  -4.7776  -2.4421  2.1100  0.033
H  -6.2942  -3.3363  2.0792  0.100
H  -5.6149  -2.8146  3.6131  0.095
H  -8.0283  -1.9997  3.8464  0.134
H  -9.9321  -0.8279  4.6402  0.084
H  -10.6586  0.2049  3.4044  0.097
H  -9.7401  0.9288  4.7137  0.095
H  -8.7533  1.9629  2.4109  0.135
H  -7.1967  3.1137  1.1362  0.094
H  -6.7785  2.0709  -0.2218  0.086
H  -5.5533  2.5074  0.9765  0.067
H  -6.0000  -2.3547  -0.4243  0.031
H  -6.6324  -2.9497  -1.9433  0.101
H  -7.6677  -2.0017  -0.8782  0.104
H  -7.4591  -1.2971  -3.6598  0.134
H  -7.6238  -0.0342  -5.6617  0.084
H  -6.1763  0.8870  -6.0859  0.093
H  -7.5499  1.7041  -5.3584  0.095
H  -5.1896  2.3036  -4.0039  0.137
H  -4.4359  3.2533  -1.6103  0.098
H  -3.1032  2.3678  -2.3417  0.095
H  -3.5617  2.0411  -0.6770  0.013

Properties
LUMO level (spin up / spin down): -6.0179 / -8.1539 eV
max |F|: 0.41 eV Å⁻¹
⟨S²⟩: 8.78
E_HOMO (spin up / spin down): -13.29 / -13.88 eV
energy: -58593.36633 eV
charge: +2
gap between HOMO and LUMO (spin up / spin down): 7.27 / 5.73 eV
spin multiplicity: 6